Here is a single C10H18N2O5S molecule at a distorted geometry from OMol25. Energies are from ωB97M-V/def2-TZVPD.

Output
Kohn-Sham gap: 9.600 eV
HOMO energy: -9.382 eV
2S+1: 1
SMILES: CSCC[C@H](N)C(=O)N[C@@H](CCC(=O)O)C(=O)O
energy above the lowest of the compared OMol25 structures with the same formula, charge and spin: 3.204 eV
total energy: -1275.6993 Eh

CARTESIAN COORDINATES (ANGSTROEM)
C 3.667522 1.180806 -1.018665
S 2.168598 0.171950 -1.106282
C 0.923389 1.416328 -1.806816
C 0.900435 2.542659 -0.737194
C 0.221129 2.068328 0.681447
N 1.127602 1.381095 1.590842
C -0.993340 1.230111 0.235111
O -1.710929 1.667143 -0.725266
N -1.341043 0.133345 1.052251
C -2.359395 -0.758215 0.677192
C -1.639276 -2.098373 0.537471
C -0.689166 -1.937003 -0.718689
C 0.041946 -3.322487 -0.773330
O -0.605937 -4.299234 -0.460179
O 1.308891 -3.290855 -1.354423
C -3.328410 -0.828232 1.859148
O -4.418740 -0.419072 1.797746
O -2.894117 -1.265302 3.107597
H 3.477198 2.181412 -0.582124
H 4.393860 0.550681 -0.496562
H 3.783619 1.323404 -2.056531
H 1.207135 1.853330 -2.762638
H -0.113069 0.879589 -1.921074
H 1.964092 2.732129 -0.417638
H 0.336876 3.429709 -1.166063
H -0.224781 3.012662 1.006937
H 1.653381 0.711616 0.907581
H 1.923066 2.032742 1.962020
H -0.876695 -0.010749 1.899866
H -2.871657 -0.490875 -0.172970
H -2.344905 -2.972765 0.421465
H -0.949394 -2.351450 1.322923
H -1.315237 -1.904363 -1.686249
H -0.065989 -0.988862 -0.627375
H 1.557350 -2.355433 -1.603264
H -1.914008 -1.205771 3.133734

Atoms 1-2, force components in eV/Å:
C -1.11 0.03 0.47
S -1.11 -0.07 -0.80

Here is C40H58Cl2NO4OsPSbSi4Te as an isolated structure at a distorted geometry from OMol25. Energies are from ωB97M-V/def2-TZVPD.

Output
Kohn-Sham gap (spin up / spin down): 5.194 / 5.181 eV
total charge: +1
HOMO energy (spin up / spin down): -10.127 / -10.127 eV
2S+1: 1
total energy: -4933.3670 Eh

CARTESIAN COORDINATES (ANGSTROEM)
Os -1.948322 1.266164 -0.483305
O -3.278645 4.985626 -1.361865
C -2.685412 3.944768 -1.455129
O -3.171164 2.801897 -0.976025
C -1.359125 3.846262 -2.206065
P -0.397271 2.361072 -1.726280
C 0.331361 1.851797 -3.309827
C 1.634470 2.143343 -3.702901
C 2.060746 1.828078 -4.987179
C 1.187613 1.247671 -5.893338
C -0.124602 0.987823 -5.520150
C -0.544040 1.286701 -4.236305
C 0.928398 2.963934 -0.648685
C 0.696062 4.097295 0.132039
C 1.654355 4.539842 1.030874
C 2.858858 3.862666 1.151178
C 3.089240 2.723816 0.393649
C 2.121926 2.262304 -0.486083
H -0.794711 4.768829 -2.083168
H -1.600035 3.767154 -3.268175
H 2.318067 2.629725 -3.022355
H 3.077607 2.052699 -5.281082
H 1.522362 1.011692 -6.894764
H -0.815361 0.553261 -6.231471
H -1.570852 1.095250 -3.944987
H -0.238178 4.639062 0.056732
H 1.458778 5.418108 1.632411
H 3.612373 4.215617 1.843145
H 4.023157 2.186840 0.495450
H 2.303016 1.353518 -1.046786
C 1.273878 -4.765195 -3.232282
Si 0.081125 -3.461457 -2.613894
C -0.031421 -2.072700 -3.860959
C -1.593109 -4.241057 -2.282313
Si 0.933829 -2.582889 -0.599336
Te -1.000155 -1.034603 0.129637
Si 3.150451 -1.836244 -0.930280
C 3.812488 -0.793154 0.471991
C 4.158631 -3.417027 -0.987699
C 3.278549 -0.952043 -2.581289
Si 0.732083 -4.114731 1.201360
C -1.055124 -4.483912 1.617327
C 1.554315 -5.707937 0.654520
C 1.602379 -3.367728 2.679440
H 0.858013 -5.251197 -4.119016
H 1.461268 -5.538868 -2.485505
H 2.232047 -4.326883 -3.517368
H -0.533704 -2.399840 -4.775664
H 0.967358 -1.727158 -4.136993
H -0.571565 -1.210957 -3.464153
H -2.064439 -4.573215 -3.211096
H -2.277754 -3.554791 -1.776257
H -1.477980 -5.116943 -1.640145
H 3.942445 -1.401827 1.369309
H 3.165601 0.042951 0.728011
H 4.795533 -0.401490 0.192165
H 4.194907 -3.893743 -0.006260
H 5.187335 -3.179489 -1.272970
H 3.774074 -4.142776 -1.705506
H 2.432012 -0.294397 -2.781116
H 3.323342 -1.679428 -3.395717
H 4.191676 -0.352119 -2.625620
H -1.572377 -4.946748 0.774559
H -1.616203 -3.598971 1.918042
H -1.080614 -5.192118 2.450106
H 0.979575 -6.184072 -0.143462
H 1.596276 -6.410423 1.490894
H 2.572594 -5.559115 0.293524
H 1.164567 -2.407267 2.961447
H 2.663212 -3.205019 2.476542
H 1.526034 -4.034866 3.541718
C -3.398539 -1.159134 -3.853873
Sb -3.713387 0.011123 -2.114895
C -4.858255 -1.269935 -0.882325
C -5.115528 1.428390 -2.808818
H -4.375432 -1.412901 -4.263327
H -2.858906 -2.069808 -3.605543
H -2.831633 -0.593645 -4.589872
H -5.854055 -1.392864 -1.304502
H -4.923108 -0.814179 0.104445
H -4.371619 -2.240470 -0.799379
H -6.008471 0.905612 -3.148038
H -4.680928 1.987043 -3.636400
H -5.347406 2.117846 -2.002182
Cl 0.511895 4.481760 6.068875
C 1.526919 3.370470 5.224136
C 2.877554 3.314632 5.529351
C 3.699657 2.422785 4.857943
C 3.174319 1.574412 3.896389
C 1.820323 1.638582 3.622283
Cl 1.136565 0.541740 2.455869
C 0.965470 2.539839 4.252747
N -0.399335 2.614365 3.918765
C -1.326607 1.853271 4.662022
C -0.936810 1.136649 5.789739
C -1.863207 0.400083 6.510513
C -3.188583 0.353836 6.111616
C -3.579084 1.067253 4.989185
C -2.671836 1.827765 4.265424
C -3.142425 2.632310 3.072510
C -2.727015 2.000606 1.781332
O -3.298768 1.004241 1.277911
O -1.683417 2.461401 1.155109
H 3.274832 3.973422 6.288580
H 4.754317 2.382220 5.094115
H 3.796476 0.860134 3.374364
H -0.538378 2.559803 2.918181
H 0.098583 1.153199 6.105695
H -1.539855 -0.144827 7.387810
H -3.913035 -0.220836 6.671958
H -4.615332 1.051429 4.673054
H -2.727860 3.641260 3.102418
H -4.229919 2.689748 3.071570

Atoms 1-2, force components in eV/Å:
Os 0.41 -1.51 0.30
O 0.01 -0.03 0.01

Here is an isolated ion of composition C4H6N3O2 and charge -1 at a distorted geometry from OMol25. Energies are from ωB97M-V/def2-TZVPD.

Output
Kohn-Sham gap: 6.761 eV
total charge: -1
HOMO energy: -2.685 eV
2S+1: 1
SMILES: CN1CC=NN1C(=O)[O-]
energy above the lowest of the compared OMol25 structures with the same formula, charge and spin: 1.953 eV
total energy: -470.7554 Eh

CARTESIAN COORDINATES (ANGSTROEM)
C 0.521769 0.276427 1.245274
N 0.235796 -0.837546 0.381136
C -0.786303 -0.601765 -0.630361
C -0.083272 -1.120582 -1.865152
N 1.134271 -1.461982 -1.597194
N 1.418176 -1.277966 -0.350068
C 2.673785 -2.147619 0.623393
O 3.451410 -2.652590 -0.124916
O 2.436191 -1.985704 1.779693
H 1.403765 0.025474 1.832097
H 0.708957 1.217760 0.694154
H -0.325363 0.424281 1.917654
H -1.058154 0.476005 -0.717852
H -1.710610 -1.152350 -0.375558
H -0.473132 -1.065650 -2.866005

Atoms 1-2, force components in eV/Å:
C 0.19 0.08 -0.02
N -0.04 -0.40 -0.26

Here is C21H29Br2CaN6S3Se as an isolated structure at a distorted geometry from OMol25. Energies are from ωB97M-V/def2-TZVPD.

Output
Kohn-Sham gap: 7.851 eV
total charge: +3
HOMO energy: -15.712 eV
2S+1: 1
total energy: -10567.0646 Eh

CARTESIAN COORDINATES (ANGSTROEM)
Ca 0.238189 -0.153931 0.514557
Br -0.147650 0.197675 3.711966
C 1.625639 0.696517 4.292113
Br 2.677188 1.482396 2.873451
H 2.124655 -0.212845 4.605773
H 1.511554 1.425288 5.084825
Se -5.822329 -0.619732 -4.579458
N -5.724503 -0.634073 -2.803019
C -4.468651 -0.425934 -2.492198
C -3.982560 -0.364472 -1.114967
C -4.853766 -0.511415 -0.033825
C -4.349939 -0.455750 1.243997
C -2.983930 -0.262201 1.403703
N -2.127931 -0.121087 0.391681
C -2.622484 -0.169107 -0.871756
C -1.679961 0.009365 -2.004989
N -0.373930 0.230128 -1.726159
C 0.465096 0.428417 -2.744850
C 0.079437 0.405040 -4.078312
C -1.244092 0.163167 -4.368317
C -2.145676 -0.030856 -3.321456
C -3.564628 -0.268270 -3.577356
N -4.075542 -0.346607 -4.781567
H -5.907721 -0.667279 -0.224040
H -4.985417 -0.566931 2.110509
H -2.565059 -0.226096 2.401951
H 1.501722 0.615323 -2.484219
H 0.808574 0.570530 -4.858344
H -1.608822 0.126067 -5.386711
C 3.863294 -2.177852 1.667310
C 4.208264 -1.072293 0.676295
S 2.943876 -0.654329 -0.540352
C 2.739639 -2.158721 -1.533252
C 1.982331 -3.348669 -0.940215
S 0.374089 -2.950263 -0.199389
C 0.365129 -3.880939 1.351674
C 1.574810 -3.710665 2.273294
S 2.220192 -2.019590 2.433188
H 4.614377 -2.177141 2.457820
H 3.921358 -3.150424 1.186258
H 5.122071 -1.327178 0.137326
H 4.404445 -0.133486 1.195515
H 3.735944 -2.487967 -1.835000
H 2.247268 -1.823413 -2.447369
H 2.577761 -3.865624 -0.193456
H 1.801033 -4.063086 -1.743838
H 0.215933 -4.938071 1.129320
H -0.547276 -3.542506 1.847783
H 2.401908 -4.343843 1.955761
H 1.299493 -4.062726 3.267763
N 0.801139 5.804427 1.019870
C -0.454839 4.974886 0.809648
C -0.294880 3.506451 1.186821
N 0.413745 2.628442 0.254585
H 0.625730 6.791369 0.804463
H 1.575965 5.508143 0.421804
H 1.121633 5.763746 1.991502
H -0.731252 5.112342 -0.235144
H -1.214814 5.445116 1.432074
H -1.313684 3.127927 1.295858
H 0.165483 3.404798 2.172476
H 1.409250 2.819229 0.202123
H 0.033099 2.688614 -0.685475

Atoms 1-2, force components in eV/Å:
Ca 1.00 0.00 0.81
Br -0.17 0.16 -0.05

Q: What is the 2S+1 in the first record?
A: 1

Q: Look up the 2S+1 of the first one.
A: 1

Q: Which value of 2S+1 does entry 3 give?
A: 1

Q: The lowest total energy belongs to which entry?
A: C21H29Br2CaN6S3Se